{"formula": "C13H24CuN3O3S", "method": "wB97M-V/def2-TZVPD", "symbols": ["Cu", "S", "O", "O", "O", "N", "N", "N", "C", "C", "C", "C", "C", "C", "C", "C", "C", "C", "C", "C", "C", "H", "H", "H", "H", "H", "H", "H", "H", "H", "H", "H", "H", "H", "H", "H", "H", "H", "H", "H", "H", "H", "H", "H", "H"], "coordinates": [[0.068586, 0.195383, -0.675966], [-0.420812, -1.524137, -2.251620], [-1.583931, 1.035834, -0.363513], [-3.265378, 1.384045, 1.053491], [1.886324, 0.060283, -0.824355], [0.271395, 0.359251, 1.660951], [-2.127540, -1.817689, 0.519673], [1.468630, -0.108258, 2.257022], [-0.033430, -0.779491, -3.784928], [2.588308, 1.212844, -0.470308], [0.204249, -1.651952, 3.799837], [-3.101329, -0.794228, 0.113777], [0.272965, -1.576673, -4.893061], [1.267233, 0.468485, 4.604923], [0.493082, 0.373986, -6.289519], [-2.605292, 0.653410, 0.319421], [1.382190, -0.686785, 3.608675], [0.205492, 1.176006, -5.192236], [-0.054365, 0.610419, -3.955791], [2.696179, -1.432403, 3.823111], [0.532853, -1.004109, -6.127822], [0.183817, -2.383843, 2.991933], [-0.746740, -1.120278, 3.799901], [2.118860, 1.141232, 4.497019], [-3.994133, -0.903985, 0.725856], [0.355502, 1.039662, 4.418863], [1.230993, 0.099037, 5.632066], [0.301571, -2.178098, 4.751818], [2.775905, -2.263037, 3.117235], [0.671468, 0.824441, -7.258457], [-2.584684, -2.721005, 0.503433], [0.173117, 2.253451, -5.307363], [-3.375814, -0.892828, -0.943958], [-1.401534, -1.871141, -0.191540], [-0.534100, -0.243379, 1.834236], [1.866203, -0.775760, 1.603315], [0.767511, -1.639462, -6.974739], [2.751833, -1.835641, 4.834683], [3.657322, 1.061273, -0.686836], [-0.283573, 1.231382, -3.098686], [3.540829, -0.762486, 3.655417], [0.064437, 1.299403, 1.971311], [2.269389, 2.105606, -1.038558], [0.302959, -2.651596, -4.767495], [2.502755, 1.454532, 0.601781]], "forces_ev_per_angstrom": [[0.121, -0.336, 0.101], [0.080, 0.060, 0.127], [-0.146, 0.017, 0.133], [0.193, 0.020, -0.011], [0.379, -0.062, -0.059], [-0.068, -0.134, -0.065], [0.203, 0.257, 0.131], [0.013, -0.207, -0.070], [-0.010, 0.123, 0.048], [-0.044, -0.062, -0.051], [0.151, 0.098, -0.124], [0.082, 0.113, -0.053], [-0.005, 0.077, 0.019], [-0.008, -0.046, -0.044], [-0.014, 0.069, -0.063], [-0.601, -0.147, -0.031], [-0.090, 0.155, 0.101], [-0.024, 0.014, -0.002], [0.076, -0.124, -0.045], [-0.042, 0.047, -0.139], [-0.024, -0.006, -0.048], [-0.045, -0.088, -0.008], [-0.075, -0.035, 0.005], [0.014, -0.012, 0.012], [0.003, 0.011, 0.002], [-0.015, 0.005, 0.027], [-0.020, -0.003, 0.003], [-0.038, 0.014, -0.008], [0.022, -0.025, 0.027], [0.054, -0.035, 0.001], [0.023, -0.027, 0.041], [0.007, 0.000, 0.028], [-0.010, 0.040, -0.016], [-0.156, -0.082, 0.097], [0.016, 0.024, 0.098], [0.017, 0.091, -0.111], [-0.011, -0.011, 0.008], [0.005, 0.015, 0.015], [-0.024, 0.082, 0.025], [-0.042, 0.074, -0.052], [0.009, -0.002, 0.027], [-0.067, 0.003, -0.026], [0.062, -0.018, 0.014], [0.012, -0.006, -0.007], [0.035, 0.055, -0.057]], "lowdin_charge": [0.42, 0.66, -0.15, 0.00, -0.43, 0.02, -0.01, -0.06, -0.66, -0.29, -0.05, -0.21, -0.14, -0.06, -0.13, -0.66, -0.64, -0.11, -0.12, -0.06, -0.12, 0.08, 0.07, 0.08, 0.10, 0.07, 0.08, 0.08, 0.08, 0.08, 0.06, 0.09, 0.10, -0.06, 0.06, 0.11, 0.09, 0.08, 0.06, 0.09, 0.08, 0.10, 0.06, 0.09, 0.04], "fmax_ev_per_a": 0.6, "gap_ev": [7.026, 6.977], "spin_multiplicity": 2, "charge": -1, "e_lumo_ev": [2.78, 2.77], "homo_ev": [-4.24, -4.20], "energy_ev": -79959.741}